[1]
A structure of composition C36H39ClN5NiO4PS. Source: OMol25; level of theory: the ωB97M-V functional and the def2-TZVPD basis.

⟨S²⟩ ... 0.7554
Frontier orbital gap (alpha / beta) ... 6.72 / 6.20 eV
Spin multiplicity ... 2
HOMO energy (alpha / beta) ... -9.99 / -9.47 eV
Total charge ... +1

Element x y z (Å)
1 Ni 0.32 0.01 0.61
2 Cl 1.15 1.12 2.97
3 C 2.77 0.47 3.04
4 C 3.41 0.53 4.27
5 C 4.70 0.05 4.38
6 C 5.36 -0.46 3.27
7 C 4.70 -0.51 2.05
8 C 3.39 -0.06 1.91
9 P 2.54 -0.18 0.29
10 C 2.81 -1.92 -0.17
11 C 2.89 -2.33 -1.50
12 C 2.80 -3.67 -1.83
13 C 2.57 -4.62 -0.84
14 C 2.41 -4.22 0.48
15 C 2.62 -2.88 0.82
16 C 3.68 0.78 -0.78
17 C 3.45 2.15 -0.91
18 C 4.32 2.96 -1.62
19 C 5.44 2.40 -2.23
20 C 5.68 1.04 -2.11
21 C 4.81 0.24 -1.39
22 H 2.89 0.95 5.12
23 H 5.21 0.09 5.34
24 H 6.37 -0.83 3.35
25 H 5.21 -0.92 1.19
26 H 3.01 -1.60 -2.29
27 H 2.90 -3.98 -2.86
28 H 2.45 -5.66 -1.11
29 H 2.62 -4.95 1.26
30 H 2.51 -2.57 1.85
31 H 2.60 2.60 -0.41
32 H 4.14 4.02 -1.69
33 H 6.13 3.03 -2.77
34 H 6.56 0.61 -2.57
35 H 5.02 -0.82 -1.31
36 N 0.32 3.55 -4.41
37 C -0.14 2.63 -3.28
38 C -1.13 1.63 -3.85
39 C -1.57 0.68 -2.72
40 N -0.39 -0.09 -2.31
41 C -2.14 1.49 -1.56
42 C -1.22 2.60 -1.02
43 N -0.09 2.13 -0.21
44 C -0.76 3.49 -2.19
45 H 0.79 3.01 -5.14
46 H 0.96 4.26 -4.07
47 H -0.48 4.02 -4.83
48 H 0.75 2.12 -2.94
49 H -0.67 1.05 -4.66
50 H -2.01 2.15 -4.25
51 H -2.38 0.05 -3.11
52 H -0.12 -0.73 -3.05
53 H -0.60 -0.67 -1.50
54 H -2.40 0.82 -0.74
55 H -3.06 1.96 -1.91
56 H -1.83 3.22 -0.36
57 H 0.08 2.75 0.57
58 H 0.76 2.06 -0.76
59 H -0.05 4.24 -1.83
60 H -1.63 4.02 -2.60
61 O -4.23 -3.55 0.37
62 S -4.29 -2.45 1.30
63 O -5.58 -2.09 1.83
64 N -3.51 -1.16 0.70
65 C -2.40 -0.91 1.36
66 O -1.63 0.04 1.04
67 C -2.13 -1.84 2.51
68 C -1.06 -1.87 3.38
69 C -1.04 -2.85 4.37
70 C -2.08 -3.77 4.48
71 C -3.15 -3.74 3.60
72 C -3.15 -2.76 2.63
73 H -0.25 -1.16 3.29
74 H -0.21 -2.89 5.07
75 H -2.05 -4.52 5.27
76 H -3.97 -4.45 3.68
77 O -0.17 -2.18 0.22
78 N -0.62 -3.40 0.18
79 C -0.18 -4.31 1.08
80 C -0.67 -5.61 1.02
81 C -1.54 -5.99 0.02
82 C -1.94 -5.04 -0.90
83 C -1.46 -3.75 -0.81
84 H 0.04 -3.88 2.05
85 H -0.31 -6.32 1.75
86 H -1.92 -7.00 -0.03
87 H -2.65 -5.27 -1.68
88 H -1.75 -2.94 -1.46

Results of the Mulliken charge analysis, in e, for atoms 1 through 6:
1. Ni 1.276
2. Cl -0.234
3. C 1.366
4. C -0.894
5. C -0.491
6. C -0.915

=====

[2]
A structure of composition H5NOSi2. Source: OMol25; level of theory: the ωB97M-V functional and the def2-TZVPD basis.

Frontier orbital gap ... 8.32 eV
HOMO energy ... -8.83 eV

Element x y z (Å)
1 N 0.51 0.14 1.03
2 O -0.86 -0.65 -1.46
3 Si 0.63 -0.47 -1.72
4 Si -1.08 0.22 0.72
5 H 0.86 0.72 1.86
6 H 1.36 0.53 -2.64
7 H 1.39 -1.58 -1.50
8 H -1.85 1.25 0.19
9 H -1.80 -0.99 0.93

Results of the Mulliken charge analysis, in e, for atoms 1 through 6:
1. N -0.614
2. O -0.469
3. Si 0.571
4. Si 0.679
5. H 0.189
6. H -0.053

=====

[3]
A cluster of 5 separate species, C4H18NO4 in total. Source: OMol25; level of theory: the ωB97M-V functional and the def2-TZVPD basis.

Frontier orbital gap ... 10.64 eV
HOMO energy ... -13.44 eV
Total charge ... +1

Element x y z (Å)
1 C -1.49 -3.36 -1.47
2 C -0.54 -3.23 -0.28
3 C -0.59 -1.77 0.15
4 C 0.42 -0.91 0.20
5 N 0.30 0.52 -0.07
6 H -2.05 -2.41 -1.70
7 H -2.33 -3.92 -1.15
8 H -1.05 -3.76 -2.39
9 H 0.49 -3.65 -0.34
10 H -1.10 -3.75 0.51
11 H -1.56 -1.26 0.18
12 H 1.44 -1.17 0.22
13 H -0.64 0.80 -0.32
14 H 0.54 1.06 0.78
15 H 0.81 0.89 -0.90
16 H 3.32 1.31 -1.91
17 H 2.27 2.12 -2.93
18 O 2.58 1.90 -2.05
19 H -0.80 1.67 3.14
20 H -2.04 2.52 2.92
21 O -1.58 1.74 2.58
22 H -2.58 1.32 1.12
23 H -2.85 1.71 -0.35
24 O -2.27 1.14 0.20
25 H 3.00 2.70 0.01
26 H 3.63 1.48 0.73
27 O 2.84 2.05 0.71

Results of the Mulliken charge analysis, in e, for atoms 1 through 6:
1. C -1.062
2. C -0.252
3. C -0.376
4. C -0.449
5. N -0.128
6. H 0.269

=====

The following F_max values (in eV/Å) correspond, in order, to the records above: 2.421; 3.433; 1.999.
The following energy above the lowest of the compared OMol25 structures with the same formula, charge and spin values (in eV) correspond, in order, to the records above: 2.345; 4.192; 1.368.